Record 1
C23H29BCl48NO4PSi | ωB97M-V/def2-TZVPD

Last column: Löwdin charge in e.
Element x y z (Å)
Cl 1.82046 -6.76251 4.83800  0.540
Cl 11.97567 -3.43770 -1.80770  0.473
Cl -10.15995 3.20015 0.10645  0.518
Cl 0.61375 -4.32645 -5.14199  0.510
Cl 11.71333 -5.45813 -3.88476  0.510
Cl 9.10808 -2.36258 -2.49106  0.488
Cl 7.16032 3.29837 -11.77764  0.513
Cl -9.42553 1.42593 2.29230  0.515
Cl -15.29037 6.91463 2.13687  0.513
Cl 13.59979 -3.26791 -4.21571  0.513
Cl -6.05432 -2.08632 3.02110  0.516
Cl 7.26592 -6.33893 3.12214  0.515
Cl 7.36030 1.32229 -9.65156  0.505
Cl 9.77356 2.46538 -10.80684  0.504
Cl 6.95778 -1.75484 -0.62774  0.505
Cl -12.63563 5.79462 1.73210  0.485
Cl -13.49965 12.75414 0.61827  0.512
Cl 1.44693 -1.97098 -6.63286  0.516
Cl 8.85460 3.39766 -4.81677  0.514
Cl 8.89099 -6.81475 0.75617  0.518
Cl -0.80093 -6.59423 3.58681  0.511
Cl 14.12054 -5.35242 -2.25380  0.512
Cl 8.05025 4.09958 -9.12592  0.495
Cl -3.46705 -3.39488 3.26470  0.506
Cl 1.22153 -8.37679 2.49252  0.526
Cl -12.09654 12.00238 3.05373  0.509
Cl -12.99489 8.08911 3.48473  0.480
Cl -9.97812 4.23329 2.82025  0.489
Cl 2.24551 1.28547 3.00379  0.569
Cl 0.92534 3.62379 4.12402  0.519
Cl -4.12525 -1.91123 0.85003  0.539
Cl 9.72321 -1.26461 0.13224  0.508
Cl -12.14666 2.43611 2.09011  0.500
Cl 10.05690 2.00492 -7.07063  0.490
Cl 0.14106 -1.67124 -4.05016  0.531
Cl -3.64199 -0.49172 3.34338  0.511
Cl 1.73980 1.43953 5.86494  0.524
Cl 6.11188 -6.00132 0.47264  0.520
Cl -0.03539 -8.99400 5.04289  0.519
Cl -14.33283 10.39867 2.10914  0.465
Cl 8.09033 -4.10504 1.45026  0.492
Cl -0.47514 1.07588 4.01374  0.516
Cl 11.71614 2.87180 -4.84332  0.518
Cl 2.85004 -2.72274 -4.19740  0.523
Cl -13.97548 5.47231 4.29463  0.517
Cl -14.80552 13.05387 3.20097  0.512
Cl 9.83703 0.67858 -4.49036  0.472
Cl 8.44999 0.40524 -1.88180  0.489
P -2.71960 1.87171 -0.44601  0.808
Si 0.99555 -2.54301 0.64307  0.581
O 2.27957 -4.58576 2.29328  -0.078
O -2.80266 3.57069 0.06523  -0.292
O -2.24709 1.79200 -1.98272  -0.386
O -4.33401 1.16374 -0.23026  -0.334
N -0.61954 -3.30597 1.06301  -0.098
C -6.86262 1.61526 -0.78267  -0.111
C 7.58973 -5.81507 1.45024  -1.997
C -13.68370 12.05232 2.24552  -2.002
C -5.26708 1.90569 -1.09225  -0.297
C -4.59332 4.44728 1.77612  -0.100
C 0.55143 -7.68181 3.99011  -2.003
C -1.41616 0.89655 0.56769  -0.258
C 3.39326 -2.16892 2.72773  -0.183
C 8.08606 2.79648 -10.34046  -2.019
C 12.85242 -4.37905 -3.04047  -2.006
C -3.20308 3.63036 1.47993  -0.297
C 10.11624 2.23829 -5.30530  -1.991
C 4.91147 -2.81809 2.46216  -0.145
C -10.42765 2.82390 1.82730  -2.006
C 1.42276 -5.06590 -0.89037  -0.162
C 0.88175 -0.61166 0.46741  -0.282
C -13.72401 6.56766 2.91205  -1.983
C 8.55978 -1.24423 -1.21701  -1.973
C 1.26288 -2.67279 -5.00561  -2.002
C 1.50922 -3.40290 -1.04710  -0.321
C -4.32223 -1.97106 2.61977  -1.989
C 1.10895 1.85619 4.25157  -1.983
C -0.46497 -0.10479 -0.35513  -0.261
B 2.29228 -3.12143 1.95605  -0.404
H -4.66834 5.50297 1.27208  0.089
H -2.36177 4.13685 2.13389  0.127
H -0.05107 0.58323 -1.23479  0.113
H 5.59270 -2.06742 1.83845  0.043
H 4.86407 -3.84333 1.89662  0.035
H 0.81261 -5.37016 0.06343  0.055
H -5.13563 3.08687 -1.00285  0.129
H 1.01838 -5.58250 -1.88434  0.077
H -1.96156 0.26558 1.39419  0.027
H 5.45535 -3.04020 3.49691  0.089
H 3.22961 -2.27763 3.90429  0.121
H -1.12828 -1.00100 -0.75916  0.108
H -4.61717 4.64415 2.95314  0.092
H 2.53112 -5.44599 -0.76522  0.075
H 1.84181 -0.22916 -0.13045  0.106
H 2.60380 -3.04107 -1.29005  0.062
H -5.07718 1.56513 -2.19915  0.126
H -0.66854 1.70926 1.01808  0.106
H -0.42204 -3.83902 1.94743  -0.005
H 0.84516 -0.09826 1.53477  -0.002
H -7.45504 1.93490 -1.76580  0.093
H -7.11388 0.49742 -0.54474  0.085
H 3.34279 -1.03107 2.44851  0.038
H -5.57590 3.83224 1.53251  0.076
H -7.22723 2.28679 0.12333  0.041
H -3.30777 2.50391 1.85305  0.098
H 0.73405 -3.09864 -1.88958  0.026
H 1.77223 -4.61742 3.15751  0.050
H -0.87769 -3.98442 0.28419  0.048

Properties
- gap between HOMO and LUMO (eV) = 8.901
- E_LUMO (eV) = -0.20
- multiplicity = 1

=====

Record 2
C23H29BrN2O8Sr | ωB97M-V/def2-TZVPD

Last column: Löwdin charge in e.
Element x y z (Å)
Sr 1.07583 -4.84289 1.32196  1.884
Br -0.54748 1.08442 5.10585  0.892
O -1.72211 -1.28826 -1.98221  -0.043
O 3.56673 0.70401 0.82665  0.165
O 1.98687 0.55351 3.52614  -0.040
O -2.11381 2.36905 0.28822  0.003
O 0.74829 -1.99153 1.61475  -0.104
O 3.41606 0.14463 -3.11595  0.004
O 0.12419 2.01812 -1.89170  0.183
O 1.94618 -1.16824 -2.13342  0.050
N 2.06514 1.42923 -0.78540  0.052
N -4.32909 -0.07526 -1.44294  -0.040
C -2.52858 1.22575 -0.51199  -0.151
C -3.46034 2.70554 3.56172  0.191
C -4.04160 1.00598 -0.47519  -0.169
C -1.07188 1.96243 1.08805  -0.175
C 1.11370 -1.75611 3.00260  -0.300
C -2.57793 2.09489 3.03774  -0.104
C 3.44587 1.58162 -3.26348  -0.145
C 1.22655 1.25919 1.34833  0.006
C 2.47583 1.05863 0.51665  -0.363
C 2.18094 -0.41396 -3.04759  -0.523
C 0.98930 1.05516 2.68616  -0.258
C 0.68825 1.78424 -0.87571  -0.328
C 0.17228 1.71353 0.55009  0.036
C -3.94301 -1.36512 -0.88454  -0.199
C -2.34598 -3.36119 -0.96075  -0.046
C -2.85426 -2.08047 -1.69357  -0.394
C 2.87643 2.68124 -1.06719  -0.097
C 1.56326 -3.15963 3.57323  -0.043
C 4.02112 2.23941 -1.98407  -0.121
C 2.30574 -0.79116 3.16173  -0.119
C 1.11230 -0.16479 -4.09612  0.031
C -0.24685 1.33595 3.24198  -0.487
C -1.30541 1.80312 2.45486  -0.171
H -1.47290 -3.06017 -0.35733  0.038
H 2.47180 2.03921 -3.44954  0.113
H -2.05910 -4.10743 -1.71515  0.083
H -2.07079 0.32079 -0.10132  0.103
H 1.27036 -3.92417 2.82596  -0.152
H 3.28752 3.14299 -0.16331  0.138
H -3.62783 -1.25537 0.16755  0.119
H 4.11809 1.82519 -4.08863  0.132
H -3.10357 -3.76239 -0.26934  0.082
H 2.28584 3.44128 -1.58294  0.139
H -5.33287 -0.10917 -1.55944  0.113
H 4.66806 1.51124 -1.49397  0.120
H 2.65434 -3.22970 3.64802  0.112
H 4.57457 3.12548 -2.31079  0.125
H 2.87874 -0.83257 2.22310  0.125
H 1.39547 -0.53375 -5.08323  0.102
H 1.41303 -1.61330 1.01822  0.099
H -2.19171 1.33028 -1.54313  0.125
H 0.23173 -1.48502 3.58293  0.137
H 1.04894 -3.42923 4.49598  0.120
H 0.90751 0.90533 -4.17334  0.077
H -4.32182 3.17292 3.98327  0.060
H -1.18279 -1.20568 -1.19169  0.061
H -3.25208 -2.40364 -2.65740  0.151
H -4.81787 -2.03132 -0.88918  0.133
H 2.95155 -1.16119 3.96143  0.146
H -4.53868 1.94004 -0.74320  0.133
H 0.20241 -0.64462 -3.74268  0.074
H -4.40045 0.68293 0.51424  0.118

Properties
- gap between HOMO and LUMO (eV) = 4.260
- charge = +2
- E_LUMO (eV) = -9.09
- multiplicity = 1

=====

Record 3
C23H29FeN7OS3 | ωB97M-V/def2-TZVPD

Last column: Löwdin charge in e.
Element x y z (Å)
Fe 2.32291 0.99144 0.92904  0.585
S 0.85654 -0.70468 1.49897  0.801
S 3.06428 3.65979 2.77441  1.136
S 0.76629 1.76016 -0.63976  0.794
O 2.53010 2.29386 2.17831  -0.675
N -1.52816 0.67120 -1.34921  -0.044
N 4.18842 0.69359 -0.61524  0.069
N 5.84090 -0.74338 -0.42948  0.192
N 5.26368 0.20321 -1.13591  -0.239
N 4.04352 0.02796 0.53893  -0.096
N -1.71869 -0.87863 0.95289  -0.045
N 5.71298 0.54170 -2.37224  0.193
C -3.50274 -3.78437 1.60261  -0.035
C 1.55547 4.64903 2.98706  -0.270
C -2.77154 0.59457 -4.59339  -0.031
C 5.05288 -0.84214 0.62901  -0.100
C -2.24550 -3.22483 1.40513  -0.242
C -0.59917 -1.02008 -5.22662  -0.052
C -2.95067 -0.54165 0.20956  -0.048
C -3.81487 -5.00752 1.02237  -0.038
C -1.58297 1.50877 -2.58935  -0.074
C 1.86559 3.53005 5.15076  -0.204
C -1.74172 -1.04111 -6.01976  -0.041
C -1.29955 -3.88848 0.62591  -0.042
C -1.63090 0.61719 -3.79977  -0.246
C -2.87495 -5.66194 0.24151  -0.041
C -0.55244 0.67147 -0.49911  -0.571
C 1.33369 4.80119 4.49658  -0.196
C -2.82384 -0.23260 -5.70798  -0.038
C -0.54058 -0.18884 -4.12085  -0.044
C -0.59232 -0.32371 0.64959  -0.561
C -1.91442 -1.89729 2.03320  -0.070
C 3.24109 3.31285 4.53208  -0.287
C -2.62056 -0.32241 -1.23683  -0.047
C -1.61717 -5.10306 0.04134  -0.050
H -2.29412 -1.23744 -1.73500  0.162
H -4.78761 -5.44939 1.18887  0.123
H 0.77967 4.05481 2.50103  0.101
H -2.74666 -1.52738 2.63322  0.148
H 3.68423 2.32234 4.62816  0.111
H -0.88247 -5.62599 -0.55557  0.117
H -3.47800 0.06911 -1.77901  0.152
H 0.27754 4.97060 4.69879  0.134
H -3.70581 -0.23783 -6.33343  0.122
H 1.68832 5.58118 2.44098  0.107
H 0.36406 -0.15652 -3.52144  0.109
H 5.54532 1.52249 -2.56021  0.132
H 1.87787 5.67248 4.86291  0.132
H 0.24784 -1.64125 -5.48403  0.116
H -0.73158 2.18377 -2.57925  0.087
H 3.97145 4.05199 4.87492  0.120
H -0.30574 -3.47317 0.49036  0.101
H -1.01964 -1.91389 2.64957  0.093
H 6.67796 0.24350 -2.46858  0.139
H -3.62642 -1.38857 0.31186  0.143
H -2.49567 2.09880 -2.49953  0.148
H -3.39770 0.33320 0.68764  0.162
H 1.94892 3.62389 6.23217  0.137
H -3.11579 -6.61756 -0.20392  0.122
H -4.23319 -3.28173 2.22666  0.124
H 5.21738 -1.53071 1.44102  0.144
H -1.78049 -1.68194 -6.89003  0.122
H -3.61327 1.23710 -4.36089  0.123
H 1.21803 2.67684 4.93894  0.123

Properties
- gap between HOMO and LUMO (alpha / beta) (eV) = 6.325 / 5.341
- charge = +3
- E_LUMO (alpha / beta) (eV) = -9.86 / -10.85
- multiplicity = 6

=====

Copy entry 2 word for word.
C23H29BrN2O8Sr | ωB97M-V/def2-TZVPD

Last column: Löwdin charge in e.
Element x y z (Å)
Sr 1.07583 -4.84289 1.32196  1.884
Br -0.54748 1.08442 5.10585  0.892
O -1.72211 -1.28826 -1.98221  -0.043
O 3.56673 0.70401 0.82665  0.165
O 1.98687 0.55351 3.52614  -0.040
O -2.11381 2.36905 0.28822  0.003
O 0.74829 -1.99153 1.61475  -0.104
O 3.41606 0.14463 -3.11595  0.004
O 0.12419 2.01812 -1.89170  0.183
O 1.94618 -1.16824 -2.13342  0.050
N 2.06514 1.42923 -0.78540  0.052
N -4.32909 -0.07526 -1.44294  -0.040
C -2.52858 1.22575 -0.51199  -0.151
C -3.46034 2.70554 3.56172  0.191
C -4.04160 1.00598 -0.47519  -0.169
C -1.07188 1.96243 1.08805  -0.175
C 1.11370 -1.75611 3.00260  -0.300
C -2.57793 2.09489 3.03774  -0.104
C 3.44587 1.58162 -3.26348  -0.145
C 1.22655 1.25919 1.34833  0.006
C 2.47583 1.05863 0.51665  -0.363
C 2.18094 -0.41396 -3.04759  -0.523
C 0.98930 1.05516 2.68616  -0.258
C 0.68825 1.78424 -0.87571  -0.328
C 0.17228 1.71353 0.55009  0.036
C -3.94301 -1.36512 -0.88454  -0.199
C -2.34598 -3.36119 -0.96075  -0.046
C -2.85426 -2.08047 -1.69357  -0.394
C 2.87643 2.68124 -1.06719  -0.097
C 1.56326 -3.15963 3.57323  -0.043
C 4.02112 2.23941 -1.98407  -0.121
C 2.30574 -0.79116 3.16173  -0.119
C 1.11230 -0.16479 -4.09612  0.031
C -0.24685 1.33595 3.24198  -0.487
C -1.30541 1.80312 2.45486  -0.171
H -1.47290 -3.06017 -0.35733  0.038
H 2.47180 2.03921 -3.44954  0.113
H -2.05910 -4.10743 -1.71515  0.083
H -2.07079 0.32079 -0.10132  0.103
H 1.27036 -3.92417 2.82596  -0.152
H 3.28752 3.14299 -0.16331  0.138
H -3.62783 -1.25537 0.16755  0.119
H 4.11809 1.82519 -4.08863  0.132
H -3.10357 -3.76239 -0.26934  0.082
H 2.28584 3.44128 -1.58294  0.139
H -5.33287 -0.10917 -1.55944  0.113
H 4.66806 1.51124 -1.49397  0.120
H 2.65434 -3.22970 3.64802  0.112
H 4.57457 3.12548 -2.31079  0.125
H 2.87874 -0.83257 2.22310  0.125
H 1.39547 -0.53375 -5.08323  0.102
H 1.41303 -1.61330 1.01822  0.099
H -2.19171 1.33028 -1.54313  0.125
H 0.23173 -1.48502 3.58293  0.137
H 1.04894 -3.42923 4.49598  0.120
H 0.90751 0.90533 -4.17334  0.077
H -4.32182 3.17292 3.98327  0.060
H -1.18279 -1.20568 -1.19169  0.061
H -3.25208 -2.40364 -2.65740  0.151
H -4.81787 -2.03132 -0.88918  0.133
H 2.95155 -1.16119 3.96143  0.146
H -4.53868 1.94004 -0.74320  0.133
H 0.20241 -0.64462 -3.74268  0.074
H -4.40045 0.68293 0.51424  0.118

Properties
- gap between HOMO and LUMO (eV) = 4.260
- charge = +2
- E_LUMO (eV) = -9.09
- multiplicity = 1